A cluster of 2 separate species, C4H12 in total at a distorted geometry, computed with ωB97M-V with the def2-TZVPD basis set.

The geometry in XYZ format:
```
16
Properties=species:S:1:pos:R:3:forces:R:3:nbo_charge:R:1
C -0.509865 -0.767289 2.145463 0.8 0.0 -0.4 -0.61
C 1.042982 -0.518675 2.091090 -1.4 -0.2 -1.8 -0.64
H -0.846580 -0.380900 3.115719 -0.3 -0.2 -0.4 0.20
H -0.983108 -0.225683 1.322162 -0.1 0.1 0.3 0.20
H -0.825008 -1.791239 2.040867 0.0 -0.5 0.1 0.20
H 1.136642 0.047598 2.984739 1.7 0.5 0.4 0.22
H 1.285225 -0.025858 1.149982 -0.4 1.5 0.3 0.21
H 1.759480 -1.285545 1.818391 -0.2 -1.2 1.5 0.22
C -0.924928 0.753826 -2.470453 -0.5 -0.6 -0.9 -0.61
C 0.386260 0.500979 -1.735217 0.5 -0.4 0.3 -0.62
H -1.020044 1.816606 -2.688475 -0.1 0.0 -0.1 0.20
H -0.980634 0.192229 -3.473415 0.2 0.8 1.5 0.20
H -1.818881 0.451005 -1.902415 0.4 0.1 -0.1 0.20
H 1.212401 0.659940 -2.433903 0.0 -0.5 0.0 0.21
H 0.636518 1.188430 -0.916927 -0.6 0.1 -0.1 0.20
H 0.434534 -0.505722 -1.268336 0.1 0.4 -0.6 0.20
```
Positions in Å, forces in eV/Å.

Values from the calculation:
Gap between HOMO and LUMO, eV: 12.420
Energy above the lowest of the compared OMol25 structures with the same formula, charge and spin, kcal/mol: 20.08
Spin multiplicity: 1